Computed, not measured: 2 unconnected molecules or ions with the total composition C6H5Cl3N3 at a distorted geometry, with ωB97M-V/def2-TZVPD.

```
17
Properties=species:S:1:pos:R:3:forces:R:3
C -0.6190 1.2955 0.4725 -0.333 -0.123 -0.048
C -0.8755 -1.4140 -0.4230 0.037 -0.207 -0.169
C -1.8324 0.7076 0.3816 0.260 0.448 0.017
C -1.9783 -0.6932 0.0118 0.379 -0.010 -0.101
C 0.6337 0.4848 0.3790 -0.428 -0.302 0.258
C 0.3757 -0.8391 -0.3525 -0.500 0.356 1.672
N 2.3062 -0.3211 -1.2484 1.509 0.254 -0.783
N 1.4712 -1.1279 -1.0896 -0.125 -0.784 -1.126
N 1.7936 1.0503 -0.2944 -0.417 0.271 0.137
Cl -3.2631 1.6177 0.6281 0.173 0.081 0.051
Cl -3.5127 -1.3735 -0.0290 0.074 -0.190 -0.031
Cl 1.9092 -2.6450 0.9800 -0.435 0.316 0.081
H -0.5323 2.3395 0.7297 -0.086 0.108 0.090
H -0.9891 -2.3895 -0.8719 -0.070 -0.068 -0.014
H 0.9227 0.2208 1.4093 0.082 0.005 -0.169
H 2.5918 1.2968 0.2882 -0.144 -0.059 0.006
H 1.5984 1.7902 -0.9715 0.023 -0.095 0.129
```
Forces are in eV/Å.

Kohn-Sham gap (alpha / beta) ... 7.388 / 5.761 eV
E_HOMO (alpha / beta) ... -14.067 / -12.803 eV
Largest force on an atom ... 1.8 eV/Å
Energy above the lowest of the compared OMol25 structures with the same formula, charge and spin ... 3.400 eV
Charge ... +1
Electronic energy ... -1776.06072 Ha